Below is an isolated molecule of C3H7N3O2 at a distorted geometry, with properties calculated with ωB97M-V with the def2-TZVPD basis set.

The geometry in XYZ format:
```
15
Properties=species:S:1:pos:R:3:forces:R:3
C 0.2771 0.0485 2.1052 -1.4013 -3.6264 -0.0882
C -0.7203 0.0758 0.9246 0.3021 0.1263 1.8080
C 0.9692 -0.2593 -0.6541 -1.6601 0.5891 0.9309
H 0.8167 0.9650 2.2603 -0.1988 0.4295 0.3957
H 1.0759 -0.8162 1.9683 -1.6310 1.6960 0.1453
H -0.4315 -0.3625 2.8986 1.4534 1.2160 -0.1868
H -2.1237 0.4663 -0.8134 0.6775 -0.2622 -0.0301
H 1.6960 -0.3239 0.0941 1.7532 -0.5051 0.7153
H 2.0392 -0.7425 -2.2576 0.9398 -0.4203 -0.2889
H -0.4775 0.3081 -2.4096 3.0495 -0.8013 -1.5915
N -1.9898 0.2975 1.0936 2.1903 0.0191 0.9923
N -0.2416 -0.1176 -0.3122 -0.8321 0.5694 -3.0901
N 1.3698 -0.1054 -1.9044 -0.2593 0.4059 -2.0664
O -2.6911 0.4579 -0.0353 -1.7966 0.1006 -0.4593
O 0.4317 0.1083 -2.9579 -2.5866 0.4634 2.8138
```
Forces are in eV/Å.

Its electronic energy is -11785.3508 eV. Its structure (SMILES) is CC(=N/O)/N=C/NO. As for the net charge: 0. Its spin multiplicity is 1. For the HOMO-LUMO gap, the calculation gives 0.335 hartree.

Partial atomic charges computed with the Löwdin method, in multiples of e: -0.034, -0.431, -0.205, 0.062, 0.099, 0.095, 0.055, 0.111, 0.133, 0.157, 0.017, 0.070, -0.018, -0.055, -0.055

Below is a structure of composition HO2PYb at a distorted geometry, with properties calculated with ωB97M-V with the def2-TZVPD basis set.

The geometry in XYZ format:
```
5
Properties=species:S:1:pos:R:3:forces:R:3
P -1.5162 0.0668 -0.3582 -0.2807 0.8825 0.0522
O -0.3900 1.1827 -0.2614 0.9548 -1.0600 -0.1204
Yb 1.5945 0.0895 -0.3206 -1.8934 0.3369 0.0784
O -0.3859 -1.2579 -0.2779 0.2410 -3.6879 0.1819
H -0.7395 -2.2595 -0.2285 0.9783 3.5285 -0.1921
```
Forces are in eV/Å.

Its electronic energy is -44922.9632 eV. As for the net charge: +1. Its spin multiplicity is 2. For the HOMO-LUMO gap (alpha / beta), the calculation gives 0.161 / 0.303 hartree.

Partial atomic charges computed with the Löwdin method, in multiples of e: 0.694, -0.789, 1.583, -0.628, 0.140

Below is a structure of composition C15H7Cl48FNO4S2, with properties calculated with ωB97M-V with the def2-TZVPD basis set.

The geometry in XYZ format:
```
78
Properties=species:S:1:pos:R:3:forces:R:3
O -0.0952 0.3447 2.9163 0.1073 -0.0304 -0.2132
S 0.0803 1.2616 1.8042 0.1350 0.0887 0.0586
O -1.1326 1.7334 1.1793 0.0030 0.0945 -0.0226
N 1.2080 0.8593 0.7397 -0.3011 -0.6277 0.4526
S 1.2920 -0.6847 0.3440 -0.4317 0.1298 -0.8527
O 2.2585 -0.8095 -0.7325 0.3038 0.1894 0.3439
O -0.0031 -1.2745 0.0661 0.2634 -0.0180 0.3456
C 1.9440 -1.6209 1.7104 0.7705 -0.4916 0.2119
C 3.3967 -1.3123 2.1509 -0.4737 0.4614 0.1412
C 3.9060 0.0966 1.8863 0.5049 -0.3847 0.0423
F 3.3127 0.9916 2.7750 -0.0192 0.0543 -0.0795
H 0.7021 2.3368 2.3334 -0.0395 0.0520 -0.1402
H 1.9124 -2.6478 1.3382 -0.1207 0.0245 -0.0683
H 1.2698 -1.5704 2.5582 -0.2499 0.3358 -0.1318
H 4.1040 -2.0400 1.7483 -0.0381 0.0913 -0.2966
H 3.4347 -1.4290 3.2357 -0.0113 -0.1109 0.0232
H 4.9772 0.1298 2.1029 0.0134 0.0143 -0.0511
H 3.7626 0.4171 0.8566 -0.3293 0.1684 0.0791
C 2.0202 -4.9146 -1.5335 -0.0471 0.0169 -0.1792
Cl 1.9414 -3.3714 -2.3601 -0.0124 0.0183 0.0328
Cl 0.4905 -5.2173 -0.7132 0.0496 -0.0743 0.0478
Cl 2.3318 -6.2020 -2.7192 -0.0218 -0.1489 0.1253
Cl 3.3410 -4.9026 -0.3547 0.0140 0.0529 0.0477
C 1.8770 -6.0379 -6.9732 -0.0441 0.0255 0.0931
Cl 1.5450 -5.3908 -8.5852 -0.0245 -0.0118 -0.0080
Cl 0.5653 -7.1155 -6.4795 0.0056 0.0072 -0.0450
Cl 3.3921 -6.9497 -7.0130 0.0464 -0.0092 0.0032
Cl 2.0096 -4.7196 -5.8149 0.0023 0.0682 -0.1131
C 6.2687 0.6538 5.3068 -0.0565 0.0262 -0.0764
Cl 5.0751 0.9950 6.5593 0.0153 -0.0087 -0.0079
Cl 5.8382 -0.8366 4.4676 0.1355 -0.0655 0.2063
Cl 6.3158 1.9807 4.1485 -0.1299 -0.0086 0.0579
Cl 7.8694 0.4695 6.0505 0.0226 0.0008 0.0117
C -3.0497 4.0096 3.7377 0.0112 -0.1297 -0.0885
Cl -3.7103 2.8911 2.5560 -0.0158 0.2008 0.1989
Cl -1.6260 4.8131 3.0707 0.0123 0.0052 0.0012
Cl -4.2733 5.2331 4.1417 -0.0179 0.0449 0.0249
Cl -2.5976 3.1364 5.2059 0.0120 -0.0031 0.0008
C 10.1371 3.8147 2.2585 -0.0078 -0.0349 -0.0118
Cl 9.7837 3.4145 0.5758 0.0033 0.0018 -0.0026
Cl 9.5260 2.5377 3.3087 0.1264 0.0415 -0.0356
Cl 11.8871 3.9766 2.4702 0.0038 0.0012 0.0018
Cl 9.3540 5.3428 2.6771 0.0010 0.0081 0.0011
C -6.8096 2.0963 -0.2859 0.0948 0.0233 0.0689
Cl -5.3141 1.3802 0.2935 -0.1393 -0.1108 -0.1991
Cl -7.1578 1.5137 -1.9178 -0.0082 0.0019 0.0025
Cl -8.1407 1.6599 0.7932 0.0603 -0.1728 -0.0761
Cl -6.6513 3.8606 -0.3130 -0.0123 0.0302 -0.0039
C 6.1172 -1.2715 -2.6597 -0.1299 -0.0213 0.0407
Cl 5.7449 -0.9448 -0.9746 -0.0064 0.0051 0.0442
Cl 5.3393 -0.0435 -3.6752 -0.0111 -0.1205 0.0654
Cl 7.8722 -1.2354 -2.9015 0.0011 0.0318 -0.0308
Cl 5.5024 -2.8641 -3.1061 0.0195 -0.0264 -0.0263
C -10.9348 4.3589 3.2450 0.0333 0.0395 -0.0297
Cl -9.6609 4.2809 2.0316 -0.1068 0.1324 0.0993
Cl -10.6071 3.1783 4.5176 -0.0046 0.0007 0.0088
Cl -10.9964 5.9811 3.9500 -0.0034 0.0023 0.0019
Cl -12.4930 3.9960 2.4933 0.0114 -0.0601 -0.0208
C -2.9401 -2.6222 -0.6573 0.0341 0.1758 -0.0088
Cl -1.7334 -2.7267 -1.9376 -0.1311 0.0356 -0.0585
Cl -2.5760 -3.8251 0.5899 -0.0016 -0.0506 0.0360
Cl -2.9626 -1.0205 0.0595 0.0790 -0.1151 -0.0701
Cl -4.5413 -2.9782 -1.3516 -0.0699 -0.0603 -0.0035
C -2.9329 -7.4520 -4.5399 0.0340 0.0816 0.0630
Cl -4.2797 -7.8821 -3.4803 -0.0267 -0.0187 -0.0120
Cl -3.5614 -6.7971 -6.0572 0.0106 -0.0033 -0.0035
Cl -1.9223 -6.2526 -3.7451 0.0118 0.0252 0.0206
Cl -1.9773 -8.9038 -4.8850 0.0066 -0.0331 -0.0084
C -15.9754 5.6362 1.7601 0.0235 0.0177 0.0117
Cl -15.7461 5.3026 3.4785 -0.0247 0.0267 0.0050
Cl -17.5422 6.4183 1.5169 -0.0078 -0.0087 -0.0092
Cl -14.6910 6.7002 1.1838 -0.0164 0.0133 0.0131
Cl -15.9282 4.1177 0.8574 0.0095 -0.0106 -0.0003
C 8.9665 2.7871 -5.4559 -0.0294 -0.0261 -0.0009
Cl 8.7243 3.3084 -7.1294 0.0020 -0.0008 0.0022
Cl 7.6692 1.6990 -4.9745 0.1167 0.1257 -0.0528
Cl 10.5199 1.9487 -5.3256 0.0075 0.0002 -0.0011
Cl 8.9775 4.2033 -4.3984 0.0037 0.0042 0.0035
```
Forces are in eV/Å.

Its electronic energy is -650810.5725 eV. As for the net charge: -1. Its spin multiplicity is 1. For the HOMO-LUMO gap, the calculation gives 0.274 hartree.

Partial atomic charges computed with the Löwdin method, in multiples of e: -0.387, 0.495, -0.432, -0.352, 0.464, -0.402, -0.431, -0.233, -0.200, -0.283, -0.078, 0.053, 0.074, 0.084, 0.100, 0.077, 0.052, 0.078, -2.030, 0.558, 0.519, 0.484, 0.529, -2.054, 0.519, 0.493, 0.515, 0.513, -2.031, 0.541, 0.592, 0.533, 0.503, -2.044, 0.521, 0.533, 0.492, 0.525, -2.061, 0.524, 0.500, 0.510, 0.520, -2.038, 0.509, 0.527, 0.495, 0.513, -2.033, 0.574, 0.510, 0.502, 0.519, -2.049, 0.508, 0.528, 0.516, 0.494, -2.021, 0.525, 0.513, 0.566, 0.489, -2.061, 0.523, 0.518, 0.519, 0.497, -2.068, 0.512, 0.517, 0.517, 0.516, -2.056, 0.514, 0.494, 0.511, 0.518

Below is a structure of composition C18H25IrNOS at a distorted geometry, with properties calculated with ωB97M-V with the def2-TZVPD basis set.

The geometry in XYZ format:
```
47
Properties=species:S:1:pos:R:3:forces:R:3
Ir -0.5159 -0.5619 0.1965 -0.1473 -0.3014 0.9833
C 1.7203 -2.1086 -1.4048 0.0608 0.0316 -0.0162
N 1.6321 -1.2136 -0.2338 -0.0683 0.0226 -0.0280
C 2.4234 0.0132 -0.4709 -0.0162 0.0161 0.0240
C 2.1200 -1.9082 0.9903 -0.0017 0.0194 -0.0183
C 1.3997 -1.4153 2.2109 -0.1405 -0.0953 0.0691
C 2.0340 -1.2113 3.4198 0.0100 -0.0349 -0.0132
C 1.2826 -0.8525 4.5371 0.0190 -0.0049 0.0498
C -0.1017 -0.6878 4.4570 -0.0242 0.0204 0.0459
C -0.7466 -0.8582 3.2507 -0.0309 -0.1725 -0.0739
C 0.0064 -1.1724 2.1020 0.4764 0.5106 -0.3095
H 2.7422 -2.4798 -1.5218 -0.0071 0.0122 -0.0041
H 1.4377 -1.5590 -2.2997 -0.0248 0.0030 -0.0238
H 1.0505 -2.9550 -1.2663 -0.0021 -0.0235 0.0013
H 3.4628 -0.2490 -0.6827 -0.0048 -0.0001 -0.0120
H 2.3878 0.6404 0.4180 0.0168 0.0024 0.0153
H 2.0117 0.5602 -1.3176 -0.0021 0.0047 -0.0001
H 3.2013 -1.7792 1.0806 -0.0002 -0.0187 -0.0351
H 1.9268 -2.9754 0.8663 -0.0244 0.0003 0.0275
H 3.1044 -1.3504 3.5098 0.0070 0.0060 -0.0009
H 1.7794 -0.7173 5.4887 0.0004 -0.0098 0.0107
H -0.6663 -0.4310 5.3431 0.0027 0.0075 0.0039
H -1.8228 -0.7503 3.1931 -0.0110 0.0356 -0.0139
C -2.3138 -1.3801 -0.8278 -0.2307 0.1537 -0.7017
C -2.0649 -0.8642 -2.1327 -0.2046 -0.3675 0.2165
C -2.5385 0.4242 -2.5296 -0.0178 -0.0839 0.4867
C -2.3200 0.8758 -3.7850 0.0643 0.2608 -0.5180
C -1.6342 0.0788 -4.7220 -0.0506 0.1305 -0.1647
C -1.1950 -1.2003 -4.3721 0.1187 -0.0127 -0.3594
C -1.4035 -1.6711 -3.1136 0.0271 -0.0943 0.3342
H -2.2224 -2.4608 -0.7169 0.1335 0.0394 0.1197
H -3.1399 -0.9458 -0.2670 0.0566 0.0827 0.0516
H -3.0904 1.0342 -1.8264 0.0069 -0.0589 0.1064
H -2.6946 1.8496 -4.0679 0.0250 -0.0024 -0.1254
H -1.4764 0.4457 -5.7270 0.0086 0.0201 0.0068
H -0.7102 -1.8348 -5.1013 -0.0050 0.0704 -0.0831
H -1.0968 -2.6773 -2.8608 -0.0217 -0.0222 0.1269
C -1.7528 3.6672 0.9979 0.0175 -0.0249 -0.0279
S -0.4588 2.5273 1.4445 0.0236 0.0534 0.2387
C 0.9597 3.5822 1.2082 -0.0337 -0.0399 -0.0394
O -0.3977 1.5580 0.2309 -0.0046 -0.1194 -0.3623
H -1.7633 4.4631 1.7430 0.0031 -0.0042 0.0052
H -2.6975 3.1288 1.0321 0.0030 -0.0102 -0.0007
H -1.5594 4.0644 0.0031 0.0011 0.0023 -0.0078
H 0.8579 4.4334 1.8815 -0.0010 -0.0062 0.0129
H 0.9928 3.9070 0.1694 -0.0087 0.0144 0.0016
H 1.8501 3.0169 1.4731 0.0019 -0.0124 0.0015
```
Forces are in eV/Å.

Its electronic energy is -36262.4673 eV. As for the net charge: +2. Its spin multiplicity is 6. For the HOMO-LUMO gap (alpha / beta), the calculation gives 0.292 / 0.213 hartree.

Partial atomic charges computed with the Löwdin method, in multiples of e: 1.494, -0.065, -0.378, -0.062, -0.136, -0.238, -0.005, -0.006, -0.044, -0.092, -0.231, 0.114, 0.088, 0.094, 0.113, 0.083, 0.098, 0.143, 0.143, 0.131, 0.128, 0.124, 0.110, -0.162, -0.324, -0.037, -0.038, 0.005, -0.045, -0.041, 0.081, 0.077, 0.123, 0.125, 0.126, 0.127, 0.122, -0.217, 0.941, -0.215, -0.704, 0.081, 0.069, 0.079, 0.081, 0.080, 0.060

Below is a structure of composition C6H15O4Tl at a distorted geometry, with properties calculated with ωB97M-V with the def2-TZVPD basis set.

The geometry in XYZ format:
```
26
Properties=species:S:1:pos:R:3:forces:R:3
O -5.0717 0.8637 0.7824 0.1752 -0.2233 0.0474
C -3.8054 0.8108 0.1533 0.0370 0.3331 -0.1943
C -3.1326 -0.5007 0.5130 -0.1398 -0.2556 0.2175
C -1.7442 -0.6122 -0.1071 0.0511 0.2291 -0.0946
C -1.0302 -1.8913 0.2854 -0.3138 0.0326 0.0928
O 0.2736 -1.9783 -0.0744 -0.0944 -0.1681 0.3214
Tl 1.9949 -1.1186 -1.6684 0.0424 -0.3820 -1.3669
H -5.4308 1.7508 0.7042 -0.0408 0.0419 -0.0384
H -3.1734 1.6552 0.4804 -0.0814 -0.2007 -0.0556
H -3.9136 0.8858 -0.9434 0.0522 -0.0348 0.2092
H -3.7629 -1.3356 0.1718 0.0850 0.1937 0.1098
H -3.0599 -0.5767 1.6101 -0.0632 0.0331 -0.2738
H -1.1302 0.2451 0.2180 -0.0987 -0.2099 -0.1189
H -1.8228 -0.5774 -1.2039 0.0696 0.0636 0.1816
H -1.5337 -2.7989 -0.1277 0.0969 0.0822 0.1173
H -1.0823 -2.1021 1.3803 0.0128 -0.0045 -0.1911
O 2.6747 0.1010 0.2036 -0.2214 -2.5841 2.3844
C 2.4051 1.4299 0.6159 -0.8893 0.7664 1.2146
C 2.4310 2.3907 -0.5559 0.2036 -0.1253 -0.5213
O 1.7847 3.5708 -0.1479 -0.0440 -0.0726 0.2757
H 2.4143 -0.5614 0.9731 0.9670 2.2014 -2.0372
H 3.1261 1.7316 1.3886 -0.1696 -0.0400 -0.2374
H 1.3956 1.4282 1.0626 0.3364 0.3617 -0.1372
H 1.9018 1.9514 -1.4212 0.1455 -0.0794 0.1750
H 3.4740 2.5841 -0.8521 -0.2236 -0.0363 -0.0474
H 1.4305 4.0341 -0.9110 0.1052 0.0777 -0.0325
```
Forces are in eV/Å.

Its electronic energy is -19339.6135 eV. As for the net charge: +1. Its spin multiplicity is 2. For the HOMO-LUMO gap (alpha / beta), the calculation gives 0.327 / 0.239 hartree.

Partial atomic charges computed with the Löwdin method, in multiples of e: -0.052, -0.286, -0.192, -0.195, -0.297, -0.198, 1.088, 0.092, 0.124, 0.125, 0.132, 0.131, 0.119, 0.128, 0.177, 0.169, -0.337, -0.222, -0.256, -0.032, 0.163, 0.144, 0.133, 0.102, 0.137, 0.102